DFT (ωB97M-V with the def2-TZVPD basis set) results for a structure of composition C33H28FN4O3PdS.

Geometry as XYZ:
```
71
Properties=species:S:1:pos:R:3
C -0.5881 4.5577 0.6838
H -0.4593 -2.7001 1.4401
O 0.6980 -0.2294 0.6754
C 4.0957 -3.2718 0.8205
C 2.3643 -0.6088 -1.4045
H -5.5305 0.9798 -2.8935
C -4.2941 -0.7815 0.3727
C 5.4903 -1.3435 0.4985
H 4.7792 3.3068 -0.6975
H 2.7269 -1.2083 2.2280
Pd -1.3105 0.3630 -0.0233
C -5.2327 0.4966 -1.9743
C -3.7569 -2.2721 0.3816
H 3.3001 -1.1541 -1.5497
H 7.5001 -1.7331 -0.1297
H -4.2037 -0.4338 1.4105
H 5.0112 -5.1678 0.4349
C 0.2621 3.5252 2.6659
C 3.7189 1.4721 -1.0070
C -2.1847 -3.1723 2.6483
C 3.8480 2.8529 -1.0096
H 0.7920 3.6750 -2.2173
H 2.8984 4.7256 -1.4482
H -0.7937 5.4070 0.0478
C 6.5443 -2.1676 0.1307
N -0.7939 2.2115 0.9992
H 0.7550 3.5712 3.6264
C 6.3724 -3.5433 0.0996
H 0.5537 1.2309 -2.1878
H 4.5596 0.8520 -0.7131
H -3.4209 2.4061 -2.6479
H -0.0303 1.3871 2.7226
H 3.1454 -3.7108 1.1023
C 0.0495 4.6680 1.9072
C -6.1517 -0.1986 -1.1761
H 1.6540 -0.9469 -2.1603
O -2.1975 4.0932 -1.6146
H -2.6128 0.9373 -3.1869
C -2.2566 -2.3458 0.3927
C -0.1761 2.3091 2.1762
C -1.7206 3.1199 -1.0486
N -3.4515 0.0871 -0.4301
C 1.6104 3.0608 -1.8620
C 2.7924 3.6488 -1.4335
H 3.3698 0.0695 1.1811
C 2.5297 0.8767 -1.4186
C -1.8398 -2.0827 -1.9724
C 5.1469 -4.0947 0.4480
N -1.5654 -2.0064 -0.7906
C -3.8930 0.6461 -1.5183
H -4.1177 -2.7313 -0.5506
O -1.9913 -2.0812 -3.1202
H 0.3768 5.6333 2.2699
C 3.1183 -0.9902 1.2320
C -1.5394 -2.7143 1.4912
S 1.6955 -1.2578 0.1571
C 4.2593 -1.8881 0.8455
H -1.6346 -3.4779 3.5255
C 1.4797 1.6806 -1.8498
N -1.8037 1.8359 -1.4497
H 7.1928 -4.1856 -0.1903
C -2.9201 1.5002 -2.2971
F -4.1595 -3.8853 3.6901
H -7.1918 -0.2509 -1.4686
C -3.5883 -3.3284 2.6125
H -6.4271 -1.3220 0.6072
C -4.3529 -2.9792 1.5619
C -5.7314 -0.7923 -0.0293
C -0.9854 3.3038 0.2571
H -5.4176 -3.1637 1.5944
H 5.6342 -0.2692 0.5326
```

Values from the calculation:
⟨S²⟩: 6.079
Calculated total energy: -63802.2698 eV
Multiplicity: 5
Energy relative to the best compared isomer or geometry (same formula, charge and spin): 0.0 kcal per mole
Net charge: +1
Lowest unoccupied orbital energy (alpha / beta): -2.2 / -4.4 eV

---

DFT (ωB97M-V with the def2-TZVPD basis set) results for a structure of composition C33H28N9O6S2Sc.

Geometry as XYZ:
```
79
Properties=species:S:1:pos:R:3
C 2.3616 4.4059 -1.0565
H 4.5476 2.1690 0.8241
H 1.5329 -1.7595 1.1545
H 0.7083 5.4133 5.5751
N 1.2814 2.3685 -0.5974
C 2.1171 3.0713 -1.3388
H 3.8645 -3.9113 -1.5426
C -1.7241 -3.3863 3.6219
S 2.6043 0.0730 1.8172
H 3.0384 4.9989 -1.6524
C 0.5832 -3.4687 0.4011
O -1.1265 0.9510 -1.6850
H 6.2467 1.6503 0.6372
O 1.5913 -0.4403 -1.2229
C 2.0426 -4.7780 -0.9577
C 4.7837 -1.5470 -1.0032
C 3.6977 -0.4877 0.6481
C -0.2349 2.8580 3.5723
H -2.4922 -5.3247 2.9468
C 0.6351 2.9876 0.4132
H 1.8906 1.2950 5.6924
H 2.5999 2.5454 -2.1551
C 0.5035 1.8349 4.1558
N -1.2782 -1.4075 -0.8768
N 4.8520 0.1513 0.3705
C 2.9111 -3.7689 -1.0603
C -2.1592 1.8661 -4.0907
H 0.4521 0.8351 3.7414
Sc 0.0916 0.3399 -0.2119
O -0.3661 -0.8452 1.6036
C -2.1270 0.5082 -3.7987
C 5.5255 -0.4865 -0.6527
N -0.2299 2.1044 0.9999
H -1.8437 2.5725 -3.3351
H -0.7122 4.9356 3.5983
S -1.2529 2.5182 2.1833
C -1.5800 -4.2793 1.3732
C 5.2688 1.3783 1.0268
H -2.0439 -3.5586 4.6425
H 5.3219 1.2244 2.1023
H 6.4667 -0.1294 -1.0285
C -1.9693 -4.4315 2.6346
C -3.0003 1.3760 -6.2874
C -0.1501 4.1463 4.0770
H -1.0266 -1.4062 4.0033
N 1.6023 -2.5616 0.5328
H -2.4904 -1.4712 -4.5194
C 0.7603 -4.5894 -0.3246
C -1.1557 -2.2172 3.3003
H 2.4512 4.5968 7.0233
O 1.8775 -1.7632 -1.6644
C 1.3123 2.0940 5.2432
C 0.6523 4.4078 5.1745
C -2.5263 -0.4180 -4.7596
H 2.2983 -5.7456 -1.3701
O -1.9645 3.7228 1.8653
C -2.9596 0.0166 -6.0010
H -2.6304 3.3575 -5.5570
C 1.3924 3.3870 5.7693
C 1.6957 4.9321 0.0439
C 2.4997 -2.4043 -0.5742
H 2.9166 2.9891 7.0660
C -1.4885 -2.5606 -0.3984
C -0.8367 -3.0638 0.8866
H 4.9590 -2.2653 -1.7790
H -1.7968 -5.0427 0.6380
H -2.0766 -3.2785 -0.9672
H 1.8649 5.9633 0.3384
H -0.0293 -5.3096 -0.4563
H -3.2667 -0.7056 -6.7464
H -3.3465 1.7130 -7.2565
N 2.1675 3.6394 6.8966
O -1.9821 1.3083 2.4660
N -1.8528 -1.1861 -2.1314
C -2.5987 2.2989 -5.3337
C -1.6725 0.0665 -2.4530
N 3.6671 -1.5830 -0.1749
N 0.8336 4.2502 0.7907
C -0.7659 -1.9586 1.9254
```

Values from the calculation:
Calculated total energy: -102743.5498 eV
Multiplicity: 1
Energy relative to the best compared isomer or geometry (same formula, charge and spin): 0.0 kcal per mole
Lowest unoccupied orbital energy: -1.1 eV

---

DFT (ωB97M-V with the def2-TZVPD basis set) results for a structure of composition C33H29AsBrIN3O2RuSbSe4.

Geometry as XYZ:
```
76
Properties=species:S:1:pos:R:3
C -1.7270 -2.7892 -1.2658
H 2.1460 -1.7294 -3.0529
C 1.4009 -1.5149 -3.8119
C -1.0404 2.2600 1.7176
Se -2.6841 -2.1511 5.9341
H -5.0947 -3.0856 -1.0700
C -1.2087 1.1673 -1.7730
Se -2.2375 -1.1620 1.9282
C 0.6644 -1.6484 -6.0947
H -0.3580 3.4606 3.3009
Sb -1.9818 -0.5511 4.3171
H 2.3209 -6.1264 0.5951
H 0.5209 1.5268 4.6914
H 3.7391 -4.1091 0.3560
Se 0.6530 -0.8314 3.8020
C -2.8036 -0.6328 -1.4770
H 1.6076 1.9105 -0.0478
H -3.9198 3.8933 -1.9618
C 3.2525 3.1254 0.5997
O -0.1098 1.4705 1.6892
C -4.1273 -2.6147 -1.1879
C 4.1962 0.8245 1.8312
C 2.8882 -1.5552 0.7998
H -4.9532 -0.6472 -1.3572
H 1.7378 1.3954 3.3708
H -2.5701 4.0646 3.3893
C -1.6495 -1.4158 -1.4263
I 2.9004 0.8635 5.6967
H -3.0434 -4.4597 -1.0078
H 3.9495 -1.5746 0.5704
N -2.1666 4.2725 2.4827
H 5.8257 2.0403 2.5200
C -0.8385 2.4919 -1.9466
C -2.9726 -3.3890 -1.1507
H -1.5357 4.5122 -2.1553
Br 5.4144 4.7721 1.4609
C -3.1582 3.1249 -1.9107
C 0.2403 -0.8315 -3.4667
C -1.8166 3.4753 -2.0170
C 2.1476 -2.7452 0.8627
H 4.5375 -0.0613 2.3523
N 0.8171 -2.6058 1.1946
H 0.8258 -1.9654 -7.1174
C 0.5631 -4.9835 1.1524
O -2.2045 2.0360 1.1732
N 2.2515 -0.3993 1.0100
C 2.5386 1.9446 0.5013
H -4.5774 1.5440 -1.6407
H 0.2085 2.7632 -2.0297
C 1.6106 -1.9275 -5.1219
C 1.9097 -5.1393 0.7663
C 4.4385 3.1466 1.3179
H -2.7440 2.8312 1.3964
Ru 0.2295 -0.6609 1.4385
H -0.8262 -3.3904 -1.2095
C -0.8683 3.6226 2.3510
H 2.8940 4.0260 0.1188
H -0.0865 -5.8341 1.2996
H -1.2346 -0.7411 -6.5135
C 1.3267 0.9321 4.2601
As -0.0193 -0.3536 -1.5757
H 2.5156 -2.4637 -5.3794
C -4.0477 -1.2412 -1.3503
H -0.2082 4.2009 1.6985
C -0.7076 -0.5523 -4.4463
H -2.1075 5.2717 2.3512
C -0.4931 -0.9591 -5.7547
C -2.5564 0.8102 -1.6600
C 0.0767 -3.7140 1.3584
C -3.5297 1.8009 -1.7339
C 3.0003 0.7727 1.1081
Se -2.1862 1.7911 4.9078
H -1.6161 -0.0231 -4.1873
H -0.9477 -3.5392 1.6623
C 2.6942 -4.0313 0.6289
C 4.9150 2.0056 1.9381
```

Values from the calculation:
⟨S²⟩: 0.785
Calculated total energy: -452749.2992 eV
Multiplicity: 2
Energy relative to the best compared isomer or geometry (same formula, charge and spin): 0.0 kcal per mole
Net charge: -1
Lowest unoccupied orbital energy (alpha / beta): 2.1 / 1.9 eV

---

DFT (ωB97M-V with the def2-TZVPD basis set) results for a structure of composition C33H29BBaBrN3O9.

Geometry as XYZ:
```
77
Properties=species:S:1:pos:R:3
B -0.2063 -0.9441 3.0386
C 0.1356 -4.4623 3.8701
N -0.6320 0.0643 -1.2514
C 2.2025 -7.1144 1.1377
C 2.0160 -4.9438 2.3803
C -4.1948 1.0186 -4.6211
H -3.7411 -2.6597 -1.5991
C 3.9234 -5.3746 0.7579
H 0.1002 -1.6073 -0.2959
C 4.3319 3.6502 -2.6883
C -3.9509 -1.2489 -3.8743
C 3.5788 2.7609 -3.4417
O -2.7308 8.2035 0.1243
H 1.5602 -7.6307 1.8521
C -3.4119 -0.8071 -2.6608
H 1.2402 0.2076 -0.5604
O 1.6931 1.3681 -3.6964
H 5.2480 4.0583 -3.1006
C -2.8547 4.6134 0.5962
H -3.3631 5.9210 -1.0186
O -0.8790 4.1509 4.0947
C -2.0668 6.8294 1.9834
H -2.9450 0.9386 -1.4822
H 3.8888 2.4561 -4.4339
O 0.4216 2.4730 0.1984
H 1.5670 -6.7203 0.3425
H 1.1056 0.8822 -3.0778
C -3.3048 0.5622 -2.4287
C -0.7448 -1.1096 -0.7776
C 1.0674 -5.3463 3.3214
O -0.6287 -2.1102 3.7812
H -4.7305 -0.7067 -5.7943
Br -1.8872 -3.4447 0.2742
C -2.9842 5.8533 -0.0097
C 1.1172 -2.7351 2.5233
C -3.0456 -1.8291 -1.6649
H -4.0604 -2.3150 -4.0461
C 0.1741 -3.1513 3.4502
H 2.7447 -3.2306 1.2471
C -4.3286 -0.3472 -4.8538
C 2.9889 -5.9784 1.8071
H -1.7269 7.6672 2.5809
H 3.3647 -4.9558 -0.0807
H -2.3824 8.8584 0.7392
H -3.6162 2.5224 -3.1832
C 2.7316 3.4847 -0.9088
N 0.6184 0.6209 -1.2613
C 3.8516 -6.5602 2.9357
O 0.9246 -1.4205 2.2516
C 0.6165 2.1125 -1.0759
N -2.3802 4.4865 1.8347
H 2.3613 3.7504 0.0734
O -3.0867 2.2436 0.4599
H -0.6031 -4.7955 4.5882
C -3.6967 1.4667 -3.4073
H 4.5858 -6.1520 0.3683
H 3.2343 -7.0350 3.6997
H 4.5454 -7.3094 2.5414
C 2.4008 2.2358 -2.9233
C -1.9750 -1.9064 -0.8708
H 4.5059 4.6959 -0.8184
Ba -1.0277 2.1666 2.1753
O -1.1371 6.3375 4.5762
C -1.9515 5.5511 2.5054
H 1.0391 -6.3828 3.6384
H 4.5459 -4.5844 1.1815
H -0.1851 2.4480 -1.7590
O -3.6237 3.5030 -1.3292
C 1.9554 2.6063 -1.6472
C 3.9168 4.0091 -1.4139
H -4.4914 1.7311 -5.3821
H 2.8881 -7.8489 0.7040
C -3.2299 3.3286 -0.1696
C 2.0414 -3.6017 1.9797
H 4.4317 -5.7708 3.4177
C -2.5953 6.9717 0.7094
C -1.2645 5.3314 3.8669
```

Values from the calculation:
Calculated total energy: -129008.3376 eV
Multiplicity: 1
Energy relative to the best compared isomer or geometry (same formula, charge and spin): 1.5 kcal per mole
Net charge: -2
Lowest unoccupied orbital energy: 3.8 eV

---

DFT (ωB97M-V with the def2-TZVPD basis set) results for a structure of composition C33H29Br2CsN11O3S2 at a distorted geometry.

Geometry as XYZ:
```
81
Properties=species:S:1:pos:R:3
H -0.2535 -2.3826 -7.7700
C -1.9601 1.8788 -3.9408
H 0.9389 0.3052 -1.8798
H 5.7600 -4.2975 1.3950
C -1.8447 1.2307 -1.6547
H 1.9423 -0.1018 -3.2739
H -0.9941 4.3547 -1.8639
H 0.4774 0.1706 5.5023
N 0.7697 -2.8005 -2.1496
H -3.2437 2.9892 0.7631
C 1.0627 0.5478 4.6620
H 0.3806 0.7227 3.8341
O -2.7539 -1.1569 0.7155
C -1.5507 3.1471 -3.5514
O -0.3636 -1.4162 -3.5318
C 3.1183 -0.8192 5.2007
H 0.0972 -3.5302 -2.3193
C -0.9357 0.3959 -5.9897
H 2.5151 0.9925 0.8399
H 2.3334 -0.2031 -5.4525
H -2.1526 -0.8924 -7.2116
C -1.3187 3.3760 -2.2038
C -1.5357 2.4361 1.9278
H 1.5168 1.4943 4.9687
C 3.0188 -2.2244 1.2472
H -1.9327 0.4632 -0.8946
C 4.0936 -2.2368 3.5224
Cs -0.2599 -1.3644 1.1471
C 0.3411 0.5837 -5.4837
C 5.0562 -3.1569 3.0489
H 4.8384 -2.0266 5.5382
C -5.2003 -1.9329 0.1288
C 5.0216 -3.5957 1.7568
H -0.2018 4.8293 2.1527
C 0.4303 4.0062 1.8458
C 1.3268 -0.3211 -5.8402
C 2.5741 3.1099 1.2868
H -3.2323 3.6593 2.4049
Br 4.0528 -3.7579 -0.9045
H 3.6391 3.2117 1.1290
H 3.0961 -0.4036 6.2007
N -1.7600 1.3218 2.5084
N -6.0418 -1.1479 0.0543
C 3.0769 -1.7823 2.6438
N -3.0646 0.9826 2.7080
N -1.4536 2.4426 -1.2650
S -2.2772 1.5077 -5.6536
H -1.4113 3.9322 -4.2823
H 2.2794 -0.8396 -1.6709
N -4.6766 -0.5321 3.2062
N -4.5090 -5.3659 -0.0668
H 2.2330 5.1694 1.7958
N 0.6522 1.6966 1.3021
H -2.4114 -0.1058 -3.2375
C 4.0307 -3.1332 0.8911
C 1.7897 4.1918 1.6527
O 2.1178 -1.8080 0.4546
C -2.6069 3.4150 1.5424
C 4.0783 -1.7125 4.8355
C -3.3850 -0.1643 3.3852
C -4.3122 -4.2404 0.0760
Br 6.4312 -3.8099 4.1977
C 0.5455 -1.6023 -2.7335
H 0.5658 1.4009 -4.8115
N 1.1315 -1.3569 -6.6528
C 1.5081 -0.4972 -2.3560
H -4.9194 -1.4012 3.6518
N 2.1166 -0.9097 3.0452
C 1.9547 1.8778 1.1253
H 1.4147 -2.8868 -1.3734
S -2.3639 -0.9573 4.4208
H -2.1785 4.3258 1.1330
C -0.1000 -1.5243 -7.1249
C -4.1065 -2.8415 0.2540
C 2.1275 -0.4346 4.2673
C -1.1639 -0.6878 -6.8241
H -3.7538 1.3320 2.0539
C -0.1000 2.7324 1.6698
H -5.1131 -0.3736 2.3069
N -2.8894 -2.3980 0.5428
C -2.1231 0.9007 -2.9743
```

Values from the calculation:
Calculated total energy: -219531.0009 eV
Multiplicity: 1
Energy relative to the best compared isomer or geometry (same formula, charge and spin): 22.1 kcal per mole
Net charge: -1
Lowest unoccupied orbital energy: 1.8 eV

---

DFT (ωB97M-V with the def2-TZVPD basis set) results for a structure of composition C33H29CaN5S6 at a distorted geometry.

Geometry as XYZ:
```
74
Properties=species:S:1:pos:R:3
H -4.8749 -3.3327 -1.9574
H -2.2110 -1.0016 2.0330
N -1.8644 -1.4274 -0.5705
H 3.2945 -2.6604 1.7361
S 0.0140 3.0582 1.0527
C -2.9133 4.0035 -1.6595
C -1.9539 3.0009 -1.7422
C 4.6373 3.0578 -0.9104
H -2.9261 4.5923 -0.7492
H -4.1313 3.6069 -4.7525
C -3.7736 4.2855 -2.7204
C -4.0067 -2.8226 -1.5569
C -0.6151 2.2654 4.9796
S 0.4244 -1.6752 2.0462
Ca 0.3248 0.4345 0.3196
N -2.6460 2.5632 -3.8622
C -1.7058 -2.1552 -1.6181
C -2.3284 1.0544 3.7539
H -2.5589 2.0584 -4.7603
H -4.0034 -0.5957 1.8153
S 3.0386 0.8685 1.9773
H 5.7092 2.9711 -0.7118
C 2.7157 4.3357 -1.5214
H 2.2587 5.2431 -1.8698
H 5.3703 0.0359 -2.2543
H -3.1103 0.3653 3.7812
S -0.7738 0.9423 -3.0738
H -1.3032 2.8289 -0.8323
H 4.2948 -1.5261 2.7092
H -5.0578 -2.3028 0.1998
C 3.8594 0.1162 0.7233
C -2.7711 -2.8370 -2.2035
C 5.0368 -1.3391 -0.5224
C -0.0561 2.7125 3.7663
C 4.9575 -0.2142 -1.2398
C -1.7564 1.4392 4.9487
C 3.7914 1.9506 -0.8250
H -1.0316 -6.2886 2.3029
H -2.6224 -3.4194 -3.1131
C -3.5755 3.5025 -3.8112
H -2.2265 1.1101 5.8790
C 4.0934 4.2752 -1.2235
C 0.5259 -3.5651 0.0040
H -0.6454 -4.0460 3.1094
C -3.0273 -1.4297 0.1087
C 0.4208 -4.8807 -0.4646
C -0.6506 2.3762 2.5335
S -2.4120 1.0476 0.9653
H 0.6526 -5.0846 -1.4881
S 1.0476 -2.2411 -1.1698
C -0.1282 -5.8903 0.3443
C -1.7620 1.4666 2.5687
H -4.4428 5.1415 -2.7166
H -0.1879 -1.5240 -3.0248
C -0.3479 -2.3293 -2.2992
H -0.2061 -6.9428 -0.0029
C -0.3467 -4.2879 2.1102
C 1.9922 3.1866 -1.4284
N 4.2443 0.6813 -0.4706
N 2.4921 1.9801 -1.0801
C 4.2190 -2.0868 1.7584
H 0.9410 3.1652 -1.7262
H -0.4177 -3.3030 -2.8522
C -2.9941 -0.6534 1.3562
H 5.0080 -2.7841 1.7072
H 0.8640 3.2404 3.7639
H 4.6571 5.2303 -1.3061
C -0.5362 -5.5861 1.6313
C -4.1181 -2.2144 -0.3013
N 4.3630 -1.1230 0.7030
H 5.5550 -2.2283 -0.6841
C -1.7972 2.2744 -2.9004
H -0.2121 2.5836 5.9462
C 0.2262 -3.2531 1.3426
```

Values from the calculation:
Calculated total energy: -125596.1247 eV
Multiplicity: 1
Energy relative to the best compared isomer or geometry (same formula, charge and spin): 18.8 kcal per mole
Lowest unoccupied orbital energy: 0.1 eV